# 1
Molecular formula: C24H43Cl2F3N3O4ScSi
Method: DFT, the ωB97M-V functional and the def2-TZVPD basis

The geometry in XYZ format:
```
81
Properties=species:S:1:pos:R:3:forces:R:3:mulliken_charge:R:1
C -3.93380 1.57141 2.06795 0.163 0.232 0.269 -1.57
C -4.61073 0.95656 0.88122 -0.942 0.084 -0.676 0.40
H -4.10566 2.66218 2.11845 0.155 -0.450 -0.045 0.40
H -2.85954 1.36199 2.02201 -0.171 0.192 0.138 0.29
H -4.32530 1.14705 3.01212 0.137 0.097 -0.378 0.27
C -5.82313 1.35588 0.45260 0.390 -0.496 0.241 0.08
C -6.63312 2.47327 1.03202 -0.324 0.324 0.150 -1.48
H -6.34160 0.81362 -0.33657 0.365 0.048 0.083 0.32
H -6.04958 3.39850 1.13400 -0.145 -0.175 0.034 0.32
H -7.05319 2.23221 2.01948 0.226 0.010 -0.108 0.31
H -7.49971 2.68105 0.38909 0.290 0.053 0.120 0.37
Sc 2.16162 0.02136 1.30754 0.449 -1.736 2.300 0.06
Cl 0.19487 -1.44792 1.85236 -0.350 0.093 -0.104 -0.34
C 2.06620 -2.70788 0.03898 0.230 0.935 -0.032 -0.13
O 2.47145 -1.50388 -0.03805 -0.194 -1.728 -0.522 -0.31
N 1.99241 -3.44369 -1.05398 -0.133 0.214 0.126 0.32
C 2.39735 -2.80691 -2.28897 -0.096 -0.011 -0.417 -0.86
C 1.22261 -4.68293 -1.09792 -0.057 -0.136 0.197 -0.82
H 1.74262 -3.18240 0.97359 0.226 0.347 -0.161 0.55
H 3.37293 -2.33199 -2.14808 -0.240 -0.091 -0.108 0.26
H 1.66672 -2.04267 -2.59399 0.239 -0.174 0.024 0.16
H 2.45429 -3.58633 -3.04731 0.076 0.160 -0.113 0.38
H 1.31008 -5.20274 -0.13038 -0.027 0.181 -0.425 0.33
H 1.62853 -5.30746 -1.90238 -0.108 0.025 0.320 0.34
H 0.15400 -4.48551 -1.30059 0.464 -0.026 0.046 0.26
H 7.30412 -1.04098 -0.33104 -0.242 0.217 0.044 0.32
H 8.27495 -0.92221 2.16982 -0.139 0.219 0.061 0.33
C 6.93085 -0.02918 -0.11316 0.221 -0.048 0.044 -0.94
C 7.79499 0.06561 2.19495 -0.027 -0.080 -0.064 -0.88
N 6.63838 0.09518 1.30922 -0.088 0.130 0.082 0.23
H 6.05455 0.19399 -0.72167 0.039 -0.090 0.227 0.24
C 5.41346 0.22893 1.80984 -1.501 -0.121 -0.791 0.16
O 4.36279 0.29728 1.10658 1.689 0.229 0.933 -0.48
H 7.47565 0.30016 3.21285 0.126 -0.116 -0.139 0.30
H 5.35798 0.25319 2.91240 0.011 0.045 -0.456 0.30
H 7.74063 0.67200 -0.35140 -0.218 -0.066 -0.054 0.35
H 8.52083 0.81464 1.85805 -0.096 -0.098 0.132 0.32
H 2.25974 5.11744 2.68286 -0.084 -0.105 -0.384 0.34
H 0.01442 3.39585 1.46173 0.104 0.071 -0.193 0.29
C 2.38778 5.24246 1.59451 0.419 0.316 0.208 -0.93
C 0.46430 4.00630 0.66858 -0.136 -0.103 0.112 -0.96
N 1.90788 4.09038 0.84845 0.479 -0.664 0.232 0.19
H 3.45873 5.39721 1.39443 -0.395 0.049 0.029 0.34
C 2.69507 3.02246 0.71763 -0.965 -0.779 -0.017 0.12
O 2.28975 1.88408 0.35444 0.800 2.207 -0.378 -0.24
H 0.23964 3.57379 -0.30456 -0.025 0.099 0.067 0.29
H 3.74660 3.20539 0.97842 -0.094 -0.139 -0.094 0.21
H 1.81009 6.12004 1.28308 0.354 -0.142 0.016 0.31
H 0.08905 5.02932 0.72447 -0.140 -0.210 -0.130 0.38
O -2.54780 0.28985 -0.11908 0.105 -0.018 -0.761 -0.09
C -3.85311 -0.20103 0.22467 0.243 0.440 0.493 0.16
C -4.98724 -0.20331 -2.07328 -0.163 -0.311 -0.248 -0.14
C -4.62034 -0.87189 -0.89944 -0.138 -0.196 0.182 0.16
H -4.75032 0.85846 -2.18996 0.005 -0.456 0.006 0.74
C -5.67866 -0.88914 -3.08675 0.319 -0.015 0.349 -0.92
H -3.66058 -0.91913 1.03636 -0.225 -0.209 -0.271 0.28
C -5.04136 -2.19360 -0.70797 0.050 0.293 -0.149 -0.31
H -5.91989 -0.37629 -4.01842 0.024 -0.117 0.248 0.39
C -6.03060 -2.23235 -2.91299 0.128 0.277 0.195 -0.46
C -5.75004 -2.86476 -1.70133 0.156 -0.125 -0.038 -0.63
H -4.79932 -2.67569 0.24150 -0.070 0.008 -0.320 0.36
H -6.51743 -2.78348 -3.71433 -0.008 0.152 0.160 0.39
H -6.04842 -3.90174 -1.53908 0.049 0.282 -0.080 0.38
Si -1.49277 -0.11102 -1.36397 -1.413 0.116 0.294 -0.01
Cl 1.10320 1.42625 2.98547 0.374 0.313 0.333 -0.49
C -2.02898 0.78756 -2.92047 0.116 -0.047 -0.345 -1.25
C -1.47345 -1.95589 -1.64598 0.120 -0.349 -0.174 -0.79
C 0.14331 0.60377 -0.91323 0.267 -0.090 0.327 1.18
H -2.85594 0.30710 -3.45777 0.245 0.097 0.136 0.38
H -1.16701 0.84004 -3.60097 -0.166 0.038 0.015 0.42
H -2.32501 1.81698 -2.67982 0.050 -0.156 -0.025 0.28
H 0.03645 1.64176 -0.58612 -0.017 -0.366 -0.089 -0.78
H 0.86123 0.56218 -1.73898 -0.056 -0.002 0.124 0.49
H 0.50410 -0.00506 -0.06706 -0.535 0.239 -0.593 -0.69
H -2.43619 -2.31554 -2.04417 0.277 0.167 0.123 0.40
H -1.25893 -2.49735 -0.71306 -0.017 0.192 -0.159 0.22
H -0.69692 -2.21396 -2.38583 -0.178 0.027 0.173 0.40
F 4.09095 -1.41780 3.80332 0.735 -0.392 0.729 -0.24
C 3.38400 -1.94752 2.75605 -2.109 2.547 -1.487 0.20
F 4.32343 -2.53910 1.93735 0.773 -0.665 0.134 -0.26
F 2.66110 -2.97440 3.27166 0.345 -0.467 0.273 -0.23
```
Positions in Å, forces in eV/Å.

Properties
- E: -3675.95946 Ha
- Total charge: 0
- Energy relative to the best compared isomer or geometry (same formula, charge and spin): 13.7 kcal per mole

---

# 2
Molecular formula: C24H43Cl2IrN4O4SSi
Method: DFT, the ωB97M-V functional and the def2-TZVPD basis

The geometry in XYZ format:
```
80
Properties=species:S:1:pos:R:3:forces:R:3:mulliken_spin:R:1
C 3.23081 -2.14961 -1.84221 0.106 -0.370 0.403 -0.02
C 2.80673 -1.46010 -3.10152 -0.522 -0.004 -0.868 0.01
H 2.66870 -3.08380 -1.66555 0.190 0.380 -0.052 0.00
H 3.09966 -1.50321 -0.95867 0.044 -0.299 -0.376 0.02
H 4.29731 -2.41615 -1.94441 -0.298 0.018 0.191 0.00
C 2.90128 -2.05826 -4.30521 0.466 0.656 1.143 0.00
C 3.30784 -3.47951 -4.50834 0.123 -0.085 -0.244 0.00
H 2.83147 -1.46158 -5.19701 -0.334 0.029 -0.141 0.00
H 2.74487 -4.15561 -3.84269 0.335 0.161 -0.260 0.00
H 4.39344 -3.58958 -4.32543 -0.409 -0.231 -0.074 0.00
H 3.09247 -3.72934 -5.56143 0.214 -0.251 0.491 0.00
Ir 0.77479 0.49405 2.33467 -0.509 -0.072 -0.357 1.99
Cl 1.62223 1.92195 0.73553 0.392 1.587 -1.180 0.20
C -0.85186 2.73644 2.23915 -0.013 -1.782 -0.774 0.04
O -1.02113 1.47562 2.13170 -2.074 3.595 0.604 0.03
N -1.49349 3.65005 1.51031 -0.280 0.552 0.301 0.01
C -2.89504 3.51029 1.13880 0.213 -0.393 -0.585 0.00
C -0.73266 4.81112 1.04383 0.026 -0.004 0.190 0.00
H -0.08255 3.12326 2.91672 0.122 0.050 -0.286 0.01
H -3.41638 2.92093 1.89600 0.089 0.056 -0.127 0.00
H -3.01308 3.01645 0.16735 -0.080 0.051 0.103 0.00
H -3.33117 4.51163 1.07517 0.045 -0.173 0.085 0.00
H 0.02555 5.04865 1.80833 -0.237 0.093 -0.387 0.00
H -1.42113 5.65692 0.89091 0.359 -0.245 0.138 0.00
H -0.20283 4.57456 0.09871 -0.290 0.093 0.474 0.00
H -2.63708 -0.47462 5.80443 -0.033 0.017 0.083 0.00
H -1.55436 2.24738 7.23698 0.128 -0.183 0.112 0.00
C -1.71301 -0.61658 6.36934 -0.015 0.007 -0.100 0.00
C -0.76956 1.48154 7.33040 0.038 0.542 -0.291 0.00
N -0.83791 0.53647 6.22763 -0.060 0.078 0.349 0.01
H -1.23309 -1.51563 5.99371 0.151 -0.003 -0.030 0.00
C -0.20684 0.77676 5.08573 -0.200 -1.603 -1.177 0.00
O -0.31052 -0.03554 4.11291 -0.493 1.385 3.022 0.03
H 0.20647 1.98029 7.27290 -0.270 -0.113 0.367 0.00
H 0.41466 1.69969 5.05923 -0.290 -0.618 -0.091 -0.01
H -1.93042 -0.74183 7.42984 -0.082 -0.036 -0.146 0.00
H -0.91238 0.96145 8.28274 0.302 0.132 -0.227 0.00
H -1.18975 -4.77025 4.05844 -0.095 -0.090 -0.283 0.00
H -0.79390 -3.77625 0.59709 -0.287 -0.076 0.036 0.00
C -2.07064 -4.66800 3.40757 -0.055 0.267 0.460 0.00
C -1.78442 -4.02242 1.00042 0.220 0.082 -0.159 0.00
N -1.89123 -3.63536 2.39944 -0.059 0.288 -0.006 0.00
H -2.91416 -4.41288 4.06053 0.019 -0.197 -0.123 0.00
C -1.76562 -2.32648 2.73202 0.369 0.203 -0.598 0.00
O -1.46108 -1.43278 1.93933 -0.605 -1.108 0.761 -0.01
H -2.53547 -3.49393 0.40319 0.192 -0.040 0.042 0.00
H -1.95869 -2.12502 3.80763 0.145 -0.035 -0.298 0.00
H -2.26647 -5.62515 2.91150 0.015 0.314 0.243 0.00
H -1.96597 -5.09797 0.93076 0.087 0.213 -0.086 0.00
O 1.33925 -0.02764 -1.82394 -1.748 0.296 -0.782 0.11
C 2.30071 -0.02949 -2.89234 0.581 -0.053 -0.142 0.00
C 1.12029 0.11086 -5.17692 0.179 0.358 -0.239 0.00
C 1.89211 0.71370 -4.17550 0.076 -0.077 0.357 0.01
H 0.79880 -0.92497 -5.06591 0.043 0.519 -0.006 0.00
C 0.80971 0.81037 -6.35080 -0.182 0.009 0.404 0.00
H 3.15215 0.52952 -2.46801 -0.224 -0.010 -0.080 0.00
C 2.34086 2.03613 -4.34051 -0.222 -0.320 -0.291 -0.01
H 0.18792 0.31305 -7.10320 0.300 0.297 0.189 0.00
C 1.23157 2.13128 -6.50896 0.261 0.229 0.269 0.00
C 2.01839 2.73876 -5.50682 -0.304 0.209 -0.043 0.00
H 2.93641 2.48695 -3.53366 -0.273 -0.111 -0.482 0.00
H 0.94034 2.70410 -7.40034 0.230 -0.309 0.418 0.00
H 2.33496 3.79264 -5.61486 -0.165 -0.750 -0.002 0.00
Si -0.39445 -0.23820 -1.95296 0.875 -1.674 -1.066 0.07
Cl -0.21393 -2.30592 -1.69024 0.187 -1.684 1.219 0.05
C -1.36479 -0.72306 -3.54410 0.085 0.879 -0.703 0.05
C -0.43501 1.78196 -2.18998 0.001 3.565 -0.412 0.53
C -1.80536 0.14525 -0.71329 0.147 0.584 1.031 0.19
H -1.50045 0.12374 -4.22201 -0.255 -0.062 -0.123 0.00
H -2.34816 -1.06885 -3.19402 0.246 0.153 0.018 0.00
H -0.93128 -1.55372 -4.11678 -0.027 0.343 0.333 0.00
H -1.93032 -0.61578 0.05733 0.186 -0.273 -0.310 -0.01
H -2.70583 0.25423 -1.32316 0.179 -0.032 -0.098 0.00
H -1.64383 1.07298 -0.16696 -0.082 -0.107 0.014 -0.01
H -0.43979 1.97250 -3.26956 0.157 -0.684 0.010 0.01
H 0.46846 2.22048 -1.74034 -0.302 -0.654 0.023 0.04
H -1.30325 2.31359 -1.77169 0.122 -0.687 -0.059 -0.02
S 2.34914 -0.87826 2.30175 2.651 -2.716 0.057 0.41
C 2.54058 0.18290 3.65528 1.697 0.547 2.104 -0.14
N 3.00048 0.65285 4.65403 -1.219 -0.621 -1.882 0.39
```
Positions in Å, forces in eV/Å.

Properties
- E: -3172.49122 Ha
- 2S+1: 5
- Total charge: 0
- Energy relative to the best compared isomer or geometry (same formula, charge and spin): 104.0 kcal per mole